{"formula": "C2H4NP", "method": "ωB97M-V/def2-TZVPD", "orbital_gap_ev": 9.551, "largest_force_ev_per_a": 4.63, "homo_energy_ev": -8.8945, "symbols": ["N", "C", "P", "C", "H", "H", "H", "H"], "coordinates": [[0.171906, -0.608889, 0.112999], [1.451173, 0.133082, 0.390510], [-1.538508, -0.394619, 0.234283], [1.263688, -1.348067, -0.100351], [-1.296929, 0.781946, -0.586248], [1.434834, 1.117435, -0.089150], [1.812190, 0.156127, 1.454260], [-1.504831, -1.170262, -0.903739]], "atomic_forces_ev_per_a": [[4.3, -0.8, 1.4], [-1.3, -0.6, 1.6], [1.0, 0.9, -0.7], [-2.1, 1.9, -0.5], [-0.9, -0.3, 0.4], [0.7, -0.7, -0.5], [-0.6, 0.2, -0.9], [-1.2, -0.7, -0.8]]}